(1)
Computed, not measured: a cluster of 2 separate species, C3H9NO2P in total, with wB97M-V/def2-TZVPD.

## Properties
Total charge: -1
Largest force on an atom, eV/Å: 5.2
LUMO energy (spin up / spin down), eV: 3.69 / 3.69
Energy, eV: -18130.2541
Energy above the lowest of the compared OMol25 structures with the same formula, charge and spin, eV: 3.354
Kohn-Sham gap (spin up / spin down), eV: 6.44 / 6.44
HOMO energy (spin up / spin down), eV: -2.75 / -2.75

Geometry as XYZ:
```
16
Properties=species:S:1:pos:R:3:forces:R:3:lowdin_charge:R:1
P 1.83659 0.00794 -0.55414 -0.921 -1.053 5.031 0.562
O 2.73083 -0.92058 0.24399 -1.567 1.213 -1.486 -0.379
O 2.17242 0.80656 -1.69695 0.599 0.873 -2.443 -0.329
N 0.77086 0.96218 0.50387 -0.371 -1.404 -2.158 -0.299
C 0.15792 0.13300 1.55866 -0.669 1.490 -0.416 -0.173
C -1.25324 -1.67142 -0.87119 0.976 -0.122 -1.692 -0.176
C -0.30132 1.61489 -0.28578 0.027 -0.279 3.172 -0.159
H 0.04720 1.92409 -1.18841 1.243 1.670 -2.339 0.022
H -1.02713 0.89225 -0.54251 -1.199 -1.042 0.021 0.020
H -0.53166 -0.66576 1.20825 -0.095 0.920 -0.125 0.047
H -2.26398 -1.30014 -0.95083 -0.515 0.801 -0.077 -0.107
H -1.33852 -2.44327 -0.14722 0.299 -0.905 1.122 -0.122
H -1.07810 -2.21700 -1.83749 0.090 0.475 0.538 -0.092
H -0.21768 0.83261 2.35103 0.085 -0.835 -0.593 0.091
H -0.72581 2.38638 0.38482 0.098 -0.060 -0.663 0.086
H 1.02162 -0.34172 1.82391 1.919 -1.741 2.108 0.009
```
Positions in Å, forces in eV/Å.


(2)
Computed, not measured: the molecule C4H6FNO2, with wB97M-V/def2-TZVPD.

## Properties
Largest force on an atom, eV/Å: 4.6
LUMO energy, eV: 0.61
Energy, eV: -12546.3568
Energy above the lowest of the compared OMol25 structures with the same formula, charge and spin, eV: 1.733
Kohn-Sham gap, eV: 10.66
SMILES: C=C(F)[C@H](N)C(=O)O
HOMO energy, eV: -10.05

Geometry as XYZ:
```
14
Properties=species:S:1:pos:R:3:forces:R:3:lowdin_charge:R:1
F 1.86121 -0.50143 -1.45193 -0.917 0.433 0.630 0.029
O -1.17863 0.27380 2.11698 -1.857 -0.092 0.106 0.089
O -2.21582 0.64351 0.16087 0.064 0.115 0.140 0.128
N 1.15951 0.03225 1.20820 -1.072 -1.409 1.115 0.036
C 0.25863 0.55744 0.25411 0.326 1.636 -4.264 -0.230
C -0.43999 -0.61187 -1.93191 0.141 0.898 0.788 0.093
C 0.55588 -0.18281 -1.18528 -1.679 0.136 1.487 -0.245
C -1.21039 0.47936 0.77570 2.017 -0.496 0.874 -0.479
H 1.00945 -0.98978 1.13988 0.606 0.610 0.321 0.123
H -0.47632 -1.22152 -2.74649 1.351 -1.685 -2.374 0.039
H 2.09881 0.20989 0.99580 1.472 0.328 -0.380 0.073
H -0.36268 -0.04018 2.54303 0.239 0.548 -0.996 0.101
H -1.45073 -0.33077 -1.82610 -0.793 0.774 1.297 0.054
H 0.39107 1.68210 -0.05287 0.102 -1.796 1.257 0.188
```
Positions in Å, forces in eV/Å.


(3)
Computed, not measured: a structure of composition C25H21BrF4InO3, with wB97M-V/def2-TZVPD.

## Properties
<S²>: 0.753
Largest force on an atom, eV/Å: 4.0
LUMO energy (spin up / spin down), eV: -1.82 / -3.20
Energy, eV: -118491.2077
Kohn-Sham gap (spin up / spin down), eV: 6.70 / 5.20
HOMO energy (spin up / spin down), eV: -8.52 / -8.40
Multiplicity: 2

Geometry as XYZ:
```
55
Properties=species:S:1:pos:R:3:forces:R:3:lowdin_charge:R:1
In -16.70051 16.37047 8.12753 0.247 -1.695 -0.084 0.979
Br -12.23042 10.13876 7.52044 -0.106 0.124 -0.021 0.169
F -12.01187 12.14805 10.49648 -0.602 -0.343 0.697 0.025
F -17.49034 7.02889 1.51275 0.506 0.197 0.119 0.051
F -13.70621 5.96319 9.42410 -0.796 0.453 0.166 0.056
F -21.58995 7.95240 4.61820 -0.210 -0.362 -0.358 0.066
O -14.55712 12.97863 8.07583 1.471 -0.608 0.357 -0.052
O -15.87804 11.33095 7.53652 -0.606 -1.359 -0.089 0.084
O -16.66838 13.39558 7.90005 -2.603 1.099 0.091 -0.179
C -15.72396 12.59092 7.88317 0.692 3.985 0.089 -0.902
C -14.00305 10.88760 10.86625 1.466 0.428 -0.944 -0.047
C -15.08509 10.54240 11.62512 -0.697 1.337 2.496 -0.057
C -21.79851 9.10667 6.66202 0.595 0.190 0.172 -0.021
C -17.11897 6.15775 10.83037 1.208 1.305 0.073 -0.069
C -14.48103 12.35358 13.18040 -0.143 -0.842 0.406 -0.113
C -13.30608 12.58352 12.50481 1.138 -1.221 -2.786 -0.017
C -14.94288 6.46256 9.69191 -1.572 -0.826 1.680 -0.275
C -15.93830 8.51693 5.04795 -0.126 -1.040 -0.630 -0.091
C -19.60283 8.52613 5.76495 -0.222 0.694 0.638 0.014
C -15.38009 7.65847 9.23128 -0.631 0.700 -1.120 -0.026
C -17.52553 7.41073 10.33778 -0.209 0.328 -0.654 -0.095
C -19.78908 9.68567 7.89044 -0.317 0.215 -0.416 -0.092
C -21.00369 8.50187 5.68156 0.866 0.932 1.182 -0.284
C -15.77906 9.24984 3.86810 -0.474 -0.773 0.305 -0.059
C -18.98742 9.18195 6.85594 -1.446 -0.587 -0.082 -0.061
C -13.06745 11.82999 11.29829 -1.281 1.125 1.251 -0.230
C -15.33941 11.30837 12.81078 0.527 -0.504 -1.172 -0.073
C -15.82318 5.74489 10.53993 0.808 -0.834 -0.697 -0.016
C -16.89705 7.47867 2.64819 -0.284 1.237 -0.323 -0.294
C -21.18790 9.71872 7.76993 0.626 -1.098 -0.739 -0.082
C -16.26005 8.71126 2.67177 0.409 0.359 -0.351 -0.011
C -16.55624 7.25504 4.98865 0.118 0.656 -0.127 -0.083
C -17.09099 6.77445 3.78725 0.169 -0.708 0.942 -0.040
C -16.72838 8.12214 9.45378 2.580 -1.068 0.107 -0.072
H -14.65792 8.16746 8.61015 -0.241 0.584 -0.260 0.084
H -17.66423 5.86640 3.67220 0.055 -0.237 0.447 0.124
H -15.73769 9.71812 11.37796 -0.032 0.100 -0.243 0.084
H -12.53363 13.28884 12.77360 -0.218 0.234 0.262 0.106
H -16.95311 9.02122 8.89921 -0.526 0.214 0.507 0.078
H -21.82187 10.12613 8.54355 0.100 0.111 0.084 0.096
H -16.11685 9.22779 1.73417 -0.092 0.170 -0.050 0.112
H -14.92513 11.22547 7.58585 0.903 -1.729 -0.364 0.024
H -17.72584 5.64879 11.56459 -0.010 -0.255 -0.174 0.102
H -18.46235 7.86587 10.62346 -0.309 -0.315 -0.037 0.098
H -17.91221 9.26647 6.91228 0.013 -0.114 -0.057 0.071
H -18.97800 8.07815 5.00647 -0.212 0.032 -0.173 0.084
H -15.53710 8.86206 5.98940 -0.049 0.177 0.032 0.082
H -16.18800 11.06771 13.43398 -0.096 0.033 -0.017 0.090
H -16.65023 6.69081 5.90473 -0.136 -0.146 0.017 0.106
H -15.31421 10.22226 3.93672 0.057 0.044 -0.341 0.106
H -19.32820 10.06999 8.78838 0.104 0.258 -0.024 0.093
H -14.65468 12.91727 14.08511 -0.228 0.026 0.080 0.097
H -15.41336 4.80443 10.87755 -0.259 -0.215 0.354 0.109
H -13.85770 10.48181 9.87599 0.125 -0.339 0.029 0.042
H -22.87630 9.11797 6.59401 -0.048 -0.128 -0.247 0.107
```
Positions in Å, forces in eV/Å.


(4)
Computed, not measured: a structure of composition C11H18O4, with wB97M-V/def2-TZVPD.

## Properties
Largest force on an atom, eV/Å: 17.4
LUMO energy, eV: -0.16
Energy, eV: -19877.9837
Energy above the lowest of the compared OMol25 structures with the same formula, charge and spin, eV: 12.659
Kohn-Sham gap, eV: 9.26
HOMO energy, eV: -9.42

Geometry as XYZ:
```
33
Properties=species:S:1:pos:R:3:forces:R:3:lowdin_charge:R:1
O 0.10090 -2.69877 0.31076 -1.616 1.697 5.264 -0.054
O -3.14341 1.25665 0.69546 -2.674 1.366 0.970 0.066
O -3.50326 -0.38416 -0.78612 0.111 0.506 -0.760 0.124
O -1.31743 -1.16800 1.41053 2.990 0.159 -2.543 0.111
C 4.23379 0.21238 0.49992 1.478 0.207 -17.301 -0.147
C 1.88480 1.06139 0.39393 0.465 -3.551 -4.894 -0.280
C -0.54261 -1.34022 0.45256 -1.920 -6.293 3.672 -0.355
C 0.87636 1.79454 -0.31054 -3.470 8.286 6.989 -0.200
C -1.40808 0.58033 -0.51043 6.055 5.531 -7.315 -0.200
C -0.68864 1.78784 0.14177 6.953 -12.576 3.678 -0.092
C -0.50020 -0.65039 -0.77961 -4.999 5.126 7.611 -0.285
C -2.77328 0.47207 -0.34613 -4.723 -2.546 2.873 -0.575
C -0.09026 -1.14310 -1.80940 3.033 -2.425 -10.812 0.103
C 4.15949 -1.31793 -0.14945 -5.057 6.320 0.174 -0.014
C 3.26648 1.22990 -0.28179 0.293 1.504 16.084 -0.125
H 3.13821 -1.53496 0.20810 0.920 -1.424 -0.061 0.069
H 1.94213 1.04944 1.43825 -0.340 -0.119 1.317 0.118
H -0.08195 -3.09584 1.34744 0.727 1.537 -4.424 0.210
H 5.01631 -1.70754 0.09158 4.067 -3.355 1.869 -0.006
H -1.37049 1.24525 -1.73450 -0.537 -2.292 2.630 0.256
H 0.91877 1.79480 -1.29088 0.569 -0.103 -4.932 0.041
H -1.12004 2.58257 0.31818 -4.416 7.907 0.697 -0.005
H 3.27121 1.32988 -1.19004 0.358 0.669 -9.791 0.004
H -0.11342 -0.54665 -2.79536 -0.385 -0.763 1.602 0.132
H -4.13978 1.26216 0.99979 2.782 -0.632 -1.556 0.198
H 4.19120 0.19678 1.37301 -1.667 -0.130 13.804 -0.039
H 0.26903 -2.14960 -2.04201 0.275 0.391 1.011 0.113
H 1.17326 3.13639 0.11332 -0.799 -3.224 -1.753 0.198
H 4.13110 -1.18046 -1.20737 -0.112 -0.020 -0.840 0.055
H 3.51118 2.30343 0.32201 0.077 -2.123 -2.328 0.168
H 5.18652 0.69761 0.27472 0.544 -0.657 -0.016 0.099
H 1.56488 0.13658 -0.17181 0.675 -0.895 2.121 0.108
H -0.66961 1.26395 1.37283 0.339 1.924 -3.042 0.200
```
Positions in Å, forces in eV/Å.


(5)
Computed, not measured: a structure of composition CH4I2Si, with wB97M-V/def2-TZVPD.

## Properties
Largest force on an atom, eV/Å: 4.2
LUMO energy, eV: -1.04
Energy, eV: -25176.3990
Energy above the lowest of the compared OMol25 structures with the same formula, charge and spin, eV: 6.666
Kohn-Sham gap, eV: 8.13
HOMO energy, eV: -9.17

Geometry as XYZ:
```
8
Properties=species:S:1:pos:R:3:forces:R:3:lowdin_charge:R:1
I -1.97918 -1.70910 -0.02699 0.559 0.586 -0.326 0.672
I -1.87510 1.87057 -0.07946 0.591 -0.861 -0.099 0.594
Si 0.92951 0.03831 0.44242 -0.992 -3.983 0.694 0.352
C -0.75908 0.00545 -0.32574 0.355 1.187 -3.367 -1.586
H 1.68884 1.00844 -0.21139 1.084 1.225 -0.364 -0.092
H 1.44837 -1.49719 0.39332 -0.247 1.901 -0.451 -0.030
H 0.55612 0.01175 1.84159 0.359 0.783 0.828 -0.078
H -0.00947 0.27177 -2.03375 -1.710 -0.838 3.085 0.167
```
Positions in Å, forces in eV/Å.


(6)
Computed, not measured: a structure of composition C5H11O4Ru, with wB97M-V/def2-TZVPD.

## Properties
<S²>: 12.019
Total charge: +1
Largest force on an atom, eV/Å: 3.1
LUMO energy (spin up / spin down), eV: -3.77 / -6.44
Energy, eV: -16117.8396
Energy above the lowest of the compared OMol25 structures with the same formula, charge and spin, eV: 4.427
Kohn-Sham gap (spin up / spin down), eV: 8.78 / 6.28
HOMO energy (spin up / spin down), eV: -12.55 / -12.72
Multiplicity: 7

Geometry as XYZ:
```
21
Properties=species:S:1:pos:R:3:forces:R:3:lowdin_charge:R:1
Ru -1.83200 1.65621 -0.01712 -2.719 1.313 -0.559 1.638
O -0.22462 0.92197 -0.93845 1.261 -0.158 1.656 -0.433
O -2.60212 2.02013 -1.73095 0.170 0.241 0.277 -0.387
O 2.06922 -1.42980 1.24984 -0.340 0.247 0.692 -0.028
O -1.26369 1.03802 1.62643 0.808 -0.579 1.477 -0.405
C 0.61866 -0.08379 0.51537 -1.229 1.060 0.189 0.082
C -0.00100 0.49118 1.79703 1.124 0.013 0.826 -0.321
C 1.85041 -2.57294 1.98509 1.167 -1.041 -0.789 -0.117
C -0.57346 0.35933 -2.13188 -0.839 1.881 -2.004 -0.153
C -1.71251 1.87871 -2.73140 1.224 -2.452 -0.993 -0.188
H 0.71522 1.24459 2.18719 -0.564 -0.173 -0.030 0.138
H -0.02286 -0.33073 2.54085 -0.114 0.276 -0.291 0.131
H 0.26123 0.29561 -2.84742 -0.271 0.014 0.298 0.108
H 2.73702 -3.21729 1.82595 -0.471 0.036 0.387 0.104
H -1.08979 -0.60810 -2.00961 -0.231 0.524 -0.327 0.103
H -1.06352 2.76436 -2.87826 0.044 -0.681 0.179 0.108
H 1.76924 -2.36262 3.06511 -0.191 0.264 -0.179 0.126
H -2.13009 1.51850 -3.68891 0.016 0.199 0.512 0.107
H 1.52392 0.50812 0.29757 -0.319 -1.711 -0.833 0.138
H 0.01757 -0.97379 0.24362 1.538 0.343 -0.756 0.136
H 0.95318 -3.11764 1.63996 -0.065 0.383 0.269 0.114
```
Positions in Å, forces in eV/Å.